The following is a DFT calculation (ωB97M-V with the def2-TZVPD basis set) of a structure of composition C4F5N3SbSe4Tc.

```
18
Properties=species:S:1:pos:R:3:forces:R:3
Tc 1.052 -0.180 0.501 0.055 0.043 -0.019
Se -3.681 6.413 -0.096 -0.011 -0.004 0.003
Sb -5.132 4.868 0.687 -0.108 0.121 -0.020
Se 2.499 1.376 0.155 -0.022 0.023 0.042
Se -0.695 0.592 1.516 0.122 -0.049 0.005
Se -6.621 3.361 1.467 -0.010 -0.010 0.004
N 1.685 -1.834 0.935 -0.041 -0.075 0.021
C 2.218 -2.805 1.485 0.055 0.035 0.039
N 2.723 -3.723 2.005 -0.024 -0.037 -0.046
C 3.301 -4.753 2.567 0.008 -0.010 0.010
N 3.811 -5.654 3.070 -0.006 0.003 -0.006
F -0.670 -1.293 -1.387 -0.002 -0.006 -0.011
C 0.263 -0.328 -1.462 0.002 0.021 -0.017
F 1.277 -0.770 -2.223 -0.017 -0.012 0.006
C -0.365 0.910 -2.156 -0.005 -0.006 -0.001
F -0.777 0.570 -3.361 0.003 -0.010 -0.005
F -1.413 1.355 -1.449 0.007 -0.008 -0.004
F 0.527 1.894 -2.254 -0.004 -0.019 0.000
```
Positions in Å, forces in eV/Å.

The total energy is -10742.037147 a.u. As for the total charge: +2. The value obtained for the HOMO-LUMO gap is 6.5 eV. As for the spin multiplicity: 1. As for the energy above the lowest of the compared OMol25 structures with the same formula, charge and spin: 0.0 kJ/mol.

These are the Löwdin partial charges, in e, on atoms 1 to 4: number 1, Tc, carries 0.5919; number 2, Se, carries 0.2755; number 3, Sb, carries 0.4438; number 4, Se, carries 0.5285

---

The following is a DFT calculation (ωB97M-V with the def2-TZVPD basis set) of a cluster of 3 separate species, C4H10 in total at a distorted geometry.

```
14
Properties=species:S:1:pos:R:3:forces:R:3
C -1.203 -0.881 1.071 -0.148 0.340 5.880
C 0.123 -0.661 0.699 4.415 0.387 -1.738
C 1.040 0.358 0.753 -1.092 -0.793 2.649
C -0.083 0.919 -1.941 1.021 -1.088 -1.170
H -1.343 -1.934 1.335 -0.821 0.335 -0.551
H -2.054 -0.164 1.166 1.051 -0.618 -0.399
H 0.614 -1.594 0.277 -0.874 1.003 -0.382
H 0.171 -0.166 -2.049 -0.576 0.543 -0.213
H 1.865 0.136 0.189 2.159 -0.408 -1.354
H -0.300 -0.580 2.609 -2.674 -0.640 -1.963
H 1.357 1.018 1.611 -1.579 -0.098 -1.123
H -0.938 1.184 -2.616 0.839 -0.024 0.912
H 0.892 1.370 -2.244 -0.910 0.232 0.014
H -0.142 0.994 -0.861 -0.811 0.830 -0.562
```
Positions in Å, forces in eV/Å.

The total energy is -158.171063 a.u. As for the total charge: 0. The value obtained for the HOMO-LUMO gap is 7.4 eV. As for the spin multiplicity: 1. As for the energy above the lowest of the compared OMol25 structures with the same formula, charge and spin: 608.6 kJ/mol.

These are the Löwdin partial charges, in e, on atoms 1 to 4: number 1, C, carries -0.0037; number 2, C, carries -0.4411; number 3, C, carries -0.1029; number 4, C, carries -0.0735

---

The following is a DFT calculation (ωB97M-V with the def2-TZVPD basis set) of an isolated molecule of C4H10 at a distorted geometry.

```
14
Properties=species:S:1:pos:R:3:forces:R:3
C -1.888 0.150 0.206 -3.629 -0.827 -3.952
C -0.636 -0.499 -0.225 1.934 -1.528 -0.608
C 0.590 0.522 -0.240 1.604 -6.833 16.031
C 1.958 -0.119 0.182 -6.873 -0.145 2.501
H -2.154 1.139 -0.392 0.415 -2.200 1.066
H -1.824 0.381 1.177 0.232 1.218 3.724
H -2.786 -0.655 0.166 1.728 2.064 -0.255
H -0.759 -1.066 -1.215 0.352 1.500 0.708
H -0.428 -1.430 0.377 -0.017 1.214 0.213
H 0.480 0.944 -0.972 -0.793 7.689 -14.828
H 0.554 1.510 0.504 -0.811 -2.715 -1.093
H 2.723 0.438 -0.001 4.674 4.111 0.134
H 1.829 -0.666 1.132 0.336 1.402 0.430
H 2.214 -0.911 -0.311 0.847 -4.951 -4.070
```
Positions in Å, forces in eV/Å.

The total energy is -158.255250 a.u. The structure (SMILES) is CCCC. As for the total charge: 0. The value obtained for the HOMO-LUMO gap is 12.0 eV. As for the spin multiplicity: 1. As for the energy above the lowest of the compared OMol25 structures with the same formula, charge and spin: 387.6 kJ/mol.

These are the Löwdin partial charges, in e, on atoms 1 to 4: number 1, C, carries -0.1649; number 2, C, carries -0.2849; number 3, C, carries -0.1706; number 4, C, carries -0.0698

---

The following is a DFT calculation (ωB97M-V with the def2-TZVPD basis set) of an isolated molecule of C4H10.

```
14
Properties=species:S:1:pos:R:3:forces:R:3
C 0.259 1.816 -0.629 0.005 0.441 -0.846
C 0.067 0.310 -0.678 0.580 -0.144 0.041
C -0.422 -0.343 0.606 0.137 0.629 0.472
C -0.023 -1.805 0.720 -0.836 -0.360 -0.093
H -0.669 2.367 -0.466 0.003 -0.040 0.272
H 0.630 2.159 -1.604 -0.142 -0.070 0.035
H 1.032 2.156 0.063 -0.239 -0.244 0.351
H 1.053 -0.112 -0.894 0.009 -0.129 -0.097
H -0.567 0.026 -1.521 -0.069 0.052 0.010
H -1.500 -0.206 0.733 -0.043 -0.164 -0.213
H 0.003 0.225 1.442 0.073 -0.147 0.027
H -0.219 -2.325 -0.225 0.237 0.061 -0.005
H -0.660 -2.320 1.444 0.210 0.049 0.153
H 1.016 -1.949 1.008 0.074 0.066 -0.108
```
Positions in Å, forces in eV/Å.

The total energy is -158.395307 a.u. The structure (SMILES) is CCCC. As for the total charge: 0. The value obtained for the HOMO-LUMO gap is 12.6 eV. As for the spin multiplicity: 1. As for the energy above the lowest of the compared OMol25 structures with the same formula, charge and spin: 19.9 kJ/mol.

These are the Löwdin partial charges, in e, on atoms 1 to 4: number 1, C, carries -0.1275; number 2, C, carries -0.2946; number 3, C, carries -0.2917; number 4, C, carries -0.1240

---

The following is a DFT calculation (ωB97M-V with the def2-TZVPD basis set) of a cluster of 3 separate species, C4H10 in total at a distorted geometry.

```
14
Properties=species:S:1:pos:R:3:forces:R:3
C 0.021 -0.053 -0.044 -2.904 -0.049 -0.797
C 0.044 -1.467 0.490 -0.467 -0.243 -0.070
C -0.724 0.176 -1.218 -1.141 -2.284 1.044
C 0.136 0.983 1.054 1.462 0.335 -0.401
H 1.266 0.710 -1.069 -0.298 2.740 -2.000
H 0.457 -2.167 -0.237 0.007 0.141 -0.066
H -0.979 -1.806 0.688 0.050 -0.054 0.189
H 0.641 -1.560 1.398 -0.158 0.134 0.065
H -0.639 0.800 1.807 -0.106 -0.196 -0.347
H -0.606 0.630 -2.185 0.519 1.176 0.536
H -1.593 -0.471 -1.384 0.424 -0.893 0.245
H 0.883 1.333 -1.569 2.442 -0.950 1.558
H 1.084 0.894 1.587 0.101 0.162 0.066
H 0.011 1.997 0.682 0.068 -0.019 -0.021
```
Positions in Å, forces in eV/Å.

The total energy is -158.222620 a.u. As for the total charge: 0. The value obtained for the HOMO-LUMO gap is 8.4 eV. As for the spin multiplicity: 1. As for the energy above the lowest of the compared OMol25 structures with the same formula, charge and spin: 473.3 kJ/mol.

These are the Löwdin partial charges, in e, on atoms 1 to 4: number 1, C, carries -0.4802; number 2, C, carries -0.0827; number 3, C, carries -0.0583; number 4, C, carries -0.1049

---

The following is a DFT calculation (ωB97M-V with the def2-TZVPD basis set) of a cluster of 2 separate species, C4H10BNO in total at a distorted geometry.

```
17
Properties=species:S:1:pos:R:3:forces:R:3
B 0.286 -0.349 -0.638 1.963 0.376 -3.063
C 1.530 1.268 1.038 -0.108 0.109 0.046
C 1.359 -0.004 1.791 -0.109 0.013 0.121
C 1.478 -0.047 0.283 0.070 -0.160 -0.232
C -1.959 -0.726 -1.666 -0.141 0.037 -0.405
N -1.047 -0.559 -0.550 -0.452 -0.095 0.233
O 0.932 -0.293 -2.732 -1.724 -0.174 3.487
H 0.680 1.930 0.957 -0.082 -0.008 -0.019
H 2.476 1.784 1.084 0.079 -0.065 -0.013
H 2.191 -0.382 2.368 0.051 -0.013 -0.051
H 0.397 -0.209 2.239 -0.099 0.018 0.005
H 2.449 -0.377 -0.068 -0.121 -0.029 -0.093
H -2.490 -1.676 -1.585 0.043 0.050 -0.035
H -2.686 0.089 -1.685 0.023 -0.061 -0.033
H -1.365 -0.705 -2.576 -0.074 -0.031 -0.056
H -1.511 -0.607 0.350 0.352 0.024 -0.008
H 1.880 -0.326 -2.609 0.328 0.010 0.118
```
Positions in Å, forces in eV/Å.

The total energy is -313.207227 a.u. As for the total charge: 0. The value obtained for the HOMO-LUMO gap is 9.5 eV. As for the spin multiplicity: 1. As for the energy above the lowest of the compared OMol25 structures with the same formula, charge and spin: 231.1 kJ/mol.

These are the Löwdin partial charges, in e, on atoms 1 to 4: number 1, B, carries -0.1178; number 2, C, carries -0.1159; number 3, C, carries -0.1297; number 4, C, carries -0.1993

---

The following is a DFT calculation (ωB97M-V with the def2-TZVPD basis set) of a structure of composition C4H10Br2NO3P at a distorted geometry.

```
21
Properties=species:S:1:pos:R:3:forces:R:3
C -1.021 -2.833 -1.896 2.806 2.174 -0.177
C 1.553 2.078 1.367 2.169 1.039 -0.349
C -0.262 -1.513 -1.916 0.353 1.872 -0.509
C 1.502 0.614 1.869 1.588 2.355 1.492
N -0.449 1.340 -0.345 0.044 -0.855 -0.768
O -1.825 -0.734 0.653 -1.511 -0.472 -0.252
O 0.336 -1.213 -0.609 0.154 0.683 0.216
O 0.266 -0.036 1.663 1.115 -0.396 0.074
P -0.501 -0.256 0.331 -0.810 0.575 0.160
Br -1.905 2.225 -0.444 -0.774 0.264 0.630
Br -2.815 3.544 1.597 0.590 -0.622 -0.763
H -0.382 -3.633 -1.779 1.955 -1.850 -0.701
H -1.480 -2.944 -1.003 -2.557 0.460 2.655
H -1.601 -2.899 -2.733 -1.739 -0.435 -1.972
H 2.661 2.510 1.369 -2.119 -1.164 0.441
H 1.314 2.035 0.313 0.005 0.624 0.069
H 0.927 2.837 1.900 0.254 -0.948 -0.408
H -0.951 -0.637 -2.172 0.685 -1.237 0.229
H 0.643 -1.372 -2.580 -1.258 -0.796 0.313
H 1.567 0.748 2.979 0.277 -0.937 -0.866
H 2.422 0.141 1.434 -1.227 -0.334 0.486
```
Positions in Å, forces in eV/Å.

The total energy is -5928.191211 a.u. As for the total charge: 0. The value obtained for the HOMO-LUMO gap (spin up / spin down) is 6.9 / 6.9 eV. As for the spin multiplicity: 1. As for the energy above the lowest of the compared OMol25 structures with the same formula, charge and spin: 52.7 kJ/mol.

These are the Löwdin partial charges, in e, on atoms 1 to 4: number 1, C, carries -0.0385; number 2, C, carries -0.1249; number 3, C, carries -0.2219; number 4, C, carries -0.2664